*w*
{
  "formula": "C3H12O4",
  "method": "ωB97M-V with the def2-TZVPD basis set",
  "elements": ["O", "C", "C", "C", "O", "H", "H", "H", "H", "H", "H", "H", "H", "O", "H", "H", "O", "H", "H"],
  "coordinates": [[2.0029, 2.4630, -1.0548], [0.6192, 2.5648, -0.7572], [-0.0343, 1.2766, -0.2854], [-1.3035, 1.6737, 0.4322], [-2.0503, 0.5218, 1.0635], [2.4488, 3.0268, -0.4528], [0.4806, 3.3407, -0.0490], [0.1006, 3.0366, -1.6589], [-0.2441, 0.6814, -1.1507], [0.6972, 0.6290, 0.4230], [-1.1184, 2.4922, 1.0877], [-2.0466, 2.0413, -0.2782], [-2.9571, 0.7955, 0.9847], [2.0277, -6.3935, -0.0869], [1.6533, -6.9462, -0.7315], [1.2011, -6.2044, 0.4559], [-0.5810, -1.9549, 0.4216], [-1.0957, -1.2191, 0.8015], [0.1996, -1.8252, 0.8354]],
  "smiles": "OCCCO.O.O",
  "orbital_gap_ev": 11.326,
  "e_homo_ev": -10.65,
  "multiplicity": 1
}



*x*
{
  "formula": "C3H12O4",
  "method": "ωB97M-V with the def2-TZVPD basis set",
  "elements": ["C", "C", "C", "O", "H", "H", "H", "H", "H", "H", "O", "H", "H", "O", "H", "H", "O", "H", "H"],
  "coordinates": [[-0.7641, 0.4485, -1.6453], [-0.7045, 1.3208, -2.8810], [-0.0621, 0.4582, -3.9821], [1.1084, 0.2028, -4.1005], [-1.4744, -0.3804, -1.6186], [0.1686, 0.1554, -1.1014], [-1.1415, 1.1896, -0.9173], [-0.0696, 2.2135, -2.9441], [-1.7499, 1.6204, -3.1650], [-0.6506, 0.3223, -4.9174], [1.1581, -2.9865, 5.2880], [1.6322, -2.3806, 4.7259], [1.1811, -2.7245, 6.2129], [2.0216, -6.0917, 3.3411], [1.2820, -6.6803, 3.1275], [1.7423, -5.7545, 4.2005], [-1.0394, 6.0337, 0.3059], [-1.1905, 6.2175, -0.6290], [-1.4478, 6.8158, 0.6998]],
  "smiles": "CCC=O.O.O.O",
  "orbital_gap_ev": 10.161,
  "e_homo_ev": -9.48,
  "multiplicity": 1
}



*y*
{
  "formula": "C3H12O4",
  "method": "ωB97M-V with the def2-TZVPD basis set",
  "elements": ["C", "C", "C", "O", "H", "H", "H", "H", "H", "H", "O", "H", "H", "O", "H", "H", "O", "H", "H"],
  "coordinates": [[-0.9286, -0.7656, -0.5913], [0.0339, -0.1956, 0.1307], [1.4981, -0.2546, -0.2611], [-0.3630, 0.5204, 1.2840], [-0.6476, -1.2113, -1.5371], [-1.9720, -0.7601, -0.3160], [1.5837, -0.1003, -1.3327], [2.0452, 0.5367, 0.2470], [1.8438, -1.2547, -0.0154], [0.1377, 0.0326, 1.9491], [-2.5577, 2.5836, 1.8778], [-2.0019, 3.3441, 2.0496], [-2.0077, 1.9189, 1.4342], [1.7751, -3.7687, -0.7244], [1.5989, -4.7026, -0.7892], [1.3007, -3.4349, 0.0120], [-0.2047, 2.6153, -1.4326], [-0.0091, 2.5925, -0.4880], [-1.1249, 2.3043, -1.4966]],
  "smiles": "C=C(C)O.O.O.O",
  "orbital_gap_ev": 9.970,
  "e_homo_ev": -9.62,
  "multiplicity": 1
}



So which one is most stable? That would be *y*, about 8.7 kcal/mol below the next structure.



*w*
{
  "formula": "C8H8N2O",
  "method": "ωB97M-V with the def2-TZVPD basis set",
  "elements": ["C", "C", "C", "C", "C", "C", "C", "C", "N", "N", "O", "H", "H", "H", "H", "H", "H", "H", "H"],
  "coordinates": [[-0.0800, 1.9402, -0.1143], [-1.4513, 2.3181, -0.0516], [0.2917, 0.6733, -0.1129], [2.6093, 0.8602, 0.2666], [-2.3892, 0.1885, 0.1072], [0.4203, -0.6076, 0.0037], [0.4711, -1.5724, 1.2437], [0.4577, -1.5485, -1.1847], [-2.4462, 1.5168, 0.0435], [-2.6386, -0.9344, 0.1475], [3.0792, 1.8027, -0.1941], [0.6016, 2.7018, -0.1896], [-1.6289, 3.3141, -0.0204], [0.9057, -1.0204, 2.0405], [1.1833, -2.3693, 1.0842], [-0.4995, -1.8246, 1.2712], [-0.0773, -1.0500, -2.0508], [-0.2647, -2.3900, -1.0123], [1.4557, -1.9986, -1.2775]],
  "orbital_gap_ev": 8.702,
  "e_homo_ev": -9.42,
  "multiplicity": 1
}



*x*
{
  "formula": "C8H8N2O",
  "method": "ωB97M-V with the def2-TZVPD basis set",
  "elements": ["C", "C", "C", "C", "C", "C", "C", "N", "O", "N", "C", "H", "H", "H", "H", "H", "H", "H", "H"],
  "coordinates": [[-1.6643, -2.7026, 1.4438], [-0.7380, -2.2459, 0.8465], [0.2509, -1.3879, 0.1650], [0.4041, -0.1060, 1.0438], [0.6147, 1.1271, 0.0926], [-0.1026, 2.5286, 0.2694], [0.4312, 0.5291, -1.2482], [0.2428, 0.9472, -2.4474], [-0.1198, -0.1712, -3.2125], [-0.1287, -1.2930, -2.4389], [0.1277, -0.9119, -1.2359], [-2.3336, -3.3656, 1.8613], [1.2132, -2.0134, 0.4322], [1.1426, -0.2928, 1.8017], [-0.4533, 0.0282, 1.5721], [1.7125, 1.1260, 0.1605], [0.4671, 2.9589, 0.9866], [-1.0880, 2.2708, 0.5229], [0.0214, 2.9746, -0.6153]],
  "smiles": "C#C[C@@H]1C[C@H](C)c2nonc21",
  "orbital_gap_ev": 10.852,
  "e_homo_ev": -10.31,
  "multiplicity": 1
}



*y*
{
  "formula": "C8H8N2O",
  "method": "ωB97M-V with the def2-TZVPD basis set",
  "elements": ["C", "C", "C", "C", "C", "C", "C", "C", "H", "H", "H", "H", "H", "H", "H", "H", "N", "N", "O"],
  "coordinates": [[-0.2148, -1.8347, 2.1482], [0.5480, -0.4334, 0.2908], [1.2452, -1.0412, -0.7659], [1.2188, -0.5037, -1.9942], [0.3590, 0.6031, -2.0712], [-0.2214, 1.2931, -1.1263], [-0.7921, 1.4561, 1.1466], [-0.2443, 0.6696, 0.2079], [-1.5472, -1.2294, 1.2802], [0.0659, -3.5178, 2.1243], [-0.0350, -1.1665, 3.6010], [1.7043, -2.0310, -0.8033], [1.1972, -1.5060, -2.9396], [0.2613, 1.0495, -3.0848], [-1.2573, 3.1120, -1.4347], [-1.2733, 0.8873, 2.2032], [-0.6538, 2.5879, -0.7635], [-1.1536, 2.6011, 0.5291], [0.7930, -0.9962, 1.4522]],
  "orbital_gap_ev": 7.673,
  "e_homo_ev": -8.39,
  "multiplicity": 1
}



So which one is most stable? That would be *w*, about 33.7 kcal/mol below the next structure.



*w*
{
  "formula": "C3H6N3P",
  "method": "ωB97M-V with the def2-TZVPD basis set",
  "elements": ["C", "C", "N", "N", "P", "C", "H", "H", "H", "N", "H", "H", "H"],
  "coordinates": [[2.1931, 0.6262, -0.0520], [1.4187, 1.2795, 0.9580], [0.3922, 0.7236, 1.6812], [-0.0323, -0.4612, 1.4099], [0.5895, -1.5302, 0.3151], [1.8677, -0.5801, -0.5347], [3.0397, 1.2140, -0.5267], [1.7538, 2.0758, 1.5171], [2.4210, -0.9308, -1.4423], [-1.9981, -1.4190, 0.1151], [-2.3515, -1.9652, 0.9176], [-2.6514, -1.6036, -0.6336], [-2.1164, -0.4258, 0.4318]],
  "smiles": "c1cnnpc1.N",
  "orbital_gap_ev": 8.553,
  "e_homo_ev": -8.50,
  "multiplicity": 1
}



*x*
{
  "formula": "C3H6N3P",
  "method": "ωB97M-V with the def2-TZVPD basis set",
  "elements": ["H", "N", "C", "C", "C", "P", "N", "N", "H", "H", "H", "H", "H"],
  "coordinates": [[-0.4835, -1.3965, 0.1779], [-1.4459, -1.3776, -0.1288], [-1.9335, -0.2133, -0.3123], [-1.4129, 1.0786, 0.1549], [-0.1926, 1.6017, 0.2332], [1.5195, 1.1632, -0.1004], [1.4500, -0.3926, 0.1534], [2.5633, -1.1897, 0.1206], [-2.9118, -0.1874, -0.8458], [-2.3385, 1.7451, 0.1603], [-0.2561, 2.6491, 0.5980], [3.2254, -1.3529, -0.6779], [2.2169, -2.1277, 0.4669]],
  "smiles": "[H]\\N=C/C=C\\P=N\\N",
  "orbital_gap_ev": [8.029, 8.028],
  "e_homo_ev": [-8.59, -8.59],
  "multiplicity": 1
}



So which one is most stable? That would be *w*, about 18.9 kcal/mol below the next structure.



*w*
{
  "formula": "C3H5IO",
  "method": "ωB97M-V with the def2-TZVPD basis set",
  "elements": ["C", "C", "C", "O", "I", "H", "H", "H", "H", "H"],
  "coordinates": [[1.0464, 0.5650, 1.3192], [0.3513, 0.6726, 0.2235], [-0.3942, -0.5372, -0.5946], [-1.4833, -0.0294, -1.2629], [0.8816, -1.6761, -1.8346], [1.4513, 1.4912, 1.7789], [1.3299, -0.4447, 1.6438], [-0.0835, 1.4710, -0.2711], [-0.7715, -1.0855, 0.1932], [-2.3281, -0.4270, -1.1954]],
  "smiles": "C=C[C@@H](O)I",
  "orbital_gap_ev": 10.007,
  "e_homo_ev": -9.37,
  "multiplicity": 1
}



*x*
{
  "formula": "C3H5IO",
  "method": "ωB97M-V with the def2-TZVPD basis set",
  "elements": ["C", "C", "C", "O", "I", "H", "H", "H", "H", "H"],
  "coordinates": [[-0.0049, -0.4772, 0.4599], [-1.0897, -0.1222, -0.4035], [1.2463, 0.2864, 0.3868], [-1.1680, 0.3212, 0.8819], [-2.6564, -1.2861, -1.2460], [-0.2076, -1.5447, 0.7730], [-0.7841, 1.4237, -1.6482], [1.9385, -0.0762, -0.4784], [1.9183, 0.1623, 1.2290], [0.8076, 1.3127, 0.0456]],
  "orbital_gap_ev": [8.357, 8.361],
  "e_homo_ev": [-9.04, -9.05],
  "multiplicity": 1
}



*y*
{
  "formula": "C3H5IO",
  "method": "ωB97M-V with the def2-TZVPD basis set",
  "elements": ["C", "C", "C", "O", "I", "H", "H", "H", "H", "H"],
  "coordinates": [[-1.6013, -0.1447, 0.2237], [-0.3035, -0.1974, -0.1532], [0.8053, 0.9151, -0.1099], [0.1878, -1.3915, -0.6346], [1.6744, -2.3035, 0.4069], [-1.9601, -1.2389, 0.2016], [-1.9961, 0.8091, 0.3655], [1.4955, 0.6841, 0.7223], [1.2933, 0.8904, -0.9892], [0.4046, 1.9773, -0.0332]],
  "smiles": "C=C(C)OI",
  "orbital_gap_ev": 8.195,
  "e_homo_ev": -9.26,
  "multiplicity": 1
}



So which one is most stable? That would be *w*, about 11.3 kcal/mol below the next structure.



*w*
{
  "formula": "FH2O3PS",
  "method": "ωB97M-V with the def2-TZVPD basis set",
  "elements": ["O", "O", "O", "F", "P", "S", "H", "H"],
  "coordinates": [[-1.1465, 0.3677, -0.8661], [2.7260, -0.1351, -0.2689], [0.4610, -1.1826, 0.1597], [1.0989, 1.1781, 0.9016], [-1.1929, -0.9409, 0.1521], [1.3878, 0.2267, -0.4116], [-1.3692, -0.3561, 1.3085], [-1.9651, 0.8420, -0.9753]],
  "orbital_gap_ev": 9.585,
  "e_homo_ev": -9.46,
  "multiplicity": 1
}



*x*
{
  "formula": "FH2O3PS",
  "method": "ωB97M-V with the def2-TZVPD basis set",
  "elements": ["O", "O", "O", "F", "P", "S", "H", "H"],
  "coordinates": [[-1.2556, 0.3538, 2.0317], [0.8549, 0.8224, 0.9740], [-0.1506, -1.2861, 0.1268], [-0.4029, -0.6463, -2.2543], [0.1266, -0.1459, -0.8032], [0.0964, -0.0868, 1.8767], [1.4353, 0.0573, -1.1486], [-0.7041, 0.9316, -0.8031]],
  "orbital_gap_ev": 10.419,
  "e_homo_ev": -11.31,
  "multiplicity": 1
}



So which one is most stable? That would be *x*, about 18.7 kcal/mol below the next structure.



*w*
{
  "formula": "C6H6O",
  "method": "ωB97M-V with the def2-TZVPD basis set",
  "elements": ["C", "C", "C", "C", "C", "O", "C", "H", "H", "H", "H", "H", "H"],
  "coordinates": [[2.1843, 1.6004, -0.5623], [1.2407, 0.8808, -0.3474], [0.1017, 0.0472, -0.0894], [-1.2020, 0.5957, 0.2558], [-0.3839, -0.5214, 1.2103], [-0.6118, -1.8149, 0.6913], [-0.0816, -1.3917, -0.5918], [3.0270, 2.2202, -0.7508], [-2.1188, 0.2201, -0.1675], [-1.1948, 1.6219, 0.6441], [-1.0041, -0.0591, 1.9504], [0.8630, -1.8788, -0.8476], [-0.8196, -1.5205, -1.3951]],
  "orbital_gap_ev": 9.481,
  "e_homo_ev": -8.47,
  "multiplicity": 1
}



*x*
{
  "formula": "C6H6O",
  "method": "ωB97M-V with the def2-TZVPD basis set",
  "elements": ["O", "C", "C", "C", "C", "C", "C", "H", "H", "H", "H", "H", "H"],
  "coordinates": [[-0.0627, 2.0041, 1.4998], [0.0529, 0.9533, 0.6305], [1.0974, 0.0359, 0.5727], [0.8665, -1.2503, -0.0333], [0.0174, -1.2155, -1.1415], [-1.0718, -0.3136, -1.1154], [-0.9976, 0.8241, -0.2966], [0.3232, 1.8037, 2.3528], [2.0418, 0.0161, 1.1239], [1.2900, -2.0610, 0.5342], [0.2642, -1.5939, -2.1550], [-1.7979, -0.3314, -1.9151], [-2.0234, 1.1284, -0.0571]],
  "smiles": "Oc1ccccc1",
  "orbital_gap_ev": 8.904,
  "e_homo_ev": -8.25,
  "multiplicity": 1
}



*y*
{
  "formula": "C6H6O",
  "method": "ωB97M-V with the def2-TZVPD basis set",
  "elements": ["C", "C", "C", "C", "C", "C", "O", "H", "H", "H", "H", "H", "H"],
  "coordinates": [[-0.3728, -1.3037, -0.9666], [0.3698, -0.4205, -0.2397], [-0.4563, 0.7677, -0.2667], [-1.3812, 0.3865, -1.3531], [-0.7661, 1.6252, 0.7380], [1.5346, -0.7582, 0.6463], [-2.2930, 0.6370, -2.0972], [-0.4313, -2.3012, -1.4013], [-1.7243, 2.2492, 0.7002], [-0.2401, 1.6466, 1.6585], [1.3482, -0.8369, 1.7539], [2.3449, 0.0216, 0.5013], [2.0678, -1.7133, 0.3262]],
  "orbital_gap_ev": 8.846,
  "e_homo_ev": -8.65,
  "multiplicity": 1
}



So which one is most stable? That would be *x*, about 38.8 kcal/mol below the next structure.